Arrangement one

{
  "formula": "C18H20N2O4",
  "method": "ωB97M-V/def2-TZVPD",
  "smiles": "N[C@@H](Cc1ccccc1)C(=O)N[C@@H](Cc1ccc(O)cc1)C(=O)O",
  "lumo_ev": 0.66,
  "e_homo_ev": -8.816,
  "gap_ev": 9.47,
  "symbols": ["O", "H", "H", "C", "H", "C", "O", "C", "H", "H", "H", "O", "C", "C", "H", "C", "H", "C", "H", "H", "C", "H", "H", "N", "C", "H", "H", "H", "C", "C", "H", "H", "C", "H", "C", "C", "O", "C", "N", "C", "H", "C", "C", "H"],
  "positions_angstrom": [[0.729, 6.243, 0.918], [0.445, 0.283, -2.436], [2.392, -3.127, -0.075], [0.507, -2.849, -1.201], [-1.354, -2.646, -0.077], [-0.015, -2.495, -2.461], [0.347, 0.328, -1.478], [-1.313, 3.403, -0.076], [2.875, -2.285, -4.264], [-0.713, 5.323, -0.946], [-0.520, 2.482, 3.071], [-1.861, 0.385, -1.797], [-0.922, 0.285, -1.093], [0.199, -2.741, 1.386], [-1.977, 3.089, -0.925], [-1.934, 1.216, 1.077], [-2.895, 1.275, 0.487], [0.063, 5.049, 0.996], [0.471, 4.668, 3.064], [0.798, 0.624, 1.057], [0.073, 4.300, 2.154], [-1.109, -2.256, -2.556], [-1.684, -2.376, 2.379], [0.151, -0.167, 1.099], [0.817, -2.317, -3.557], [-2.065, 0.946, 2.123], [0.941, 6.543, 1.801], [-0.595, -4.215, 0.020], [2.191, -2.489, -3.406], [-0.577, 3.050, 2.150], [0.456, -2.245, -4.551], [-0.430, -2.903, 3.269], [-0.664, 4.613, -0.104], [-1.721, -0.794, 0.575], [1.935, -2.955, -1.068], [-1.224, 2.595, 1.063], [2.002, -1.220, 1.722], [-1.047, 0.087, 0.440], [-0.862, -3.012, 2.350], [2.739, -2.866, -2.156], [1.033, -3.385, 1.731], [-0.358, -3.096, 0.011], [0.861, -1.302, 1.370], [3.815, -3.045, -2.087]],
  "nbo_charge": [-0.667, 0.509, 0.228, -0.026, 0.209, -0.219, -0.679, -0.225, 0.214, 0.228, 0.212, -0.596, 0.800, -0.135, 0.230, -0.415, 0.238, 0.295, 0.209, 0.409, -0.289, 0.222, 0.357, -0.639, -0.248, 0.216, 0.479, 0.241, -0.207, -0.213, 0.219, 0.364, -0.250, 0.225, -0.205, 0.007, -0.609, -0.150, -0.820, -0.212, 0.224, -0.433, 0.685, 0.218]
}


Arrangement two

{
  "formula": "C18H20N2O4",
  "method": "ωB97M-V/def2-TZVPD",
  "smiles": "N[C@@H](Cc1ccc(O)cc1)C(=O)N[C@@H](Cc1ccccc1)C(=O)O",
  "lumo_ev": 0.31,
  "e_homo_ev": -8.353,
  "gap_ev": 8.66,
  "symbols": ["C", "C", "H", "C", "C", "O", "C", "N", "C", "H", "H", "C", "O", "C", "O", "H", "H", "H", "H", "H", "H", "C", "H", "C", "C", "H", "C", "C", "C", "H", "H", "O", "H", "H", "C", "H", "C", "N", "H", "C", "H", "C", "H", "H"],
  "positions_angstrom": [[1.713, 0.331, 0.496], [-2.306, 0.399, 4.746], [-0.028, -0.989, 1.856], [2.848, 0.502, -1.560], [-1.279, 0.057, 3.842], [2.469, -0.501, 0.994], [1.005, -1.146, -3.652], [-0.017, 2.206, 0.645], [-3.814, 1.064, 2.941], [3.162, -1.591, -1.069], [0.694, 2.916, 0.548], [-0.480, -2.817, -2.010], [1.457, 1.906, -2.801], [0.476, 1.007, 1.258], [-4.501, 1.214, 5.210], [0.815, 1.140, 2.284], [-1.962, -2.786, -3.648], [4.242, 1.222, -3.445], [-4.752, 1.436, 2.533], [3.638, -1.103, -2.678], [1.477, -0.308, -4.190], [-2.756, 0.855, 2.017], [3.773, 0.858, -1.036], [1.522, -1.488, -2.366], [-1.577, 0.231, 2.430], [-0.334, -0.417, 4.172], [2.841, -1.008, -1.933], [2.526, 1.345, -2.773], [-0.543, -0.106, 1.438], [-2.058, 0.449, 5.854], [1.232, -2.832, -0.648], [3.366, 1.408, -3.799], [-1.107, -3.479, -1.430], [-0.773, 2.643, 1.198], [0.763, -2.425, -1.676], [-0.618, -1.451, -5.003], [-0.199, -1.653, -4.066], [1.756, 0.851, -0.717], [-0.906, -0.290, 0.418], [-3.513, 0.903, 4.291], [-5.283, 1.504, 4.744], [-1.036, -2.421, -3.227], [0.980, 1.287, -1.173], [-2.914, 1.078, 0.987]],
  "nbo_charge": [0.703, -0.266, 0.235, -0.162, -0.184, -0.651, -0.199, -0.856, -0.285, 0.260, 0.372, -0.251, -0.570, -0.119, -0.675, 0.180, 0.216, 0.487, 0.214, 0.212, 0.213, -0.195, 0.234, -0.073, -0.047, 0.225, -0.435, 0.784, -0.436, 0.231, 0.209, -0.648, 0.218, 0.379, -0.128, 0.208, -0.211, -0.648, 0.218, 0.281, 0.476, -0.197, 0.466, 0.214]
}


Of them, arrangement two has the lowest stability.


Arrangement one

{
  "formula": "C18H20N2O4",
  "method": "ωB97M-V/def2-TZVPD",
  "smiles": "N[C@@H](Cc1ccc(O)cc1)C(=O)N[C@@H](Cc1ccccc1)C(=O)O",
  "lumo_ev": 0.38,
  "e_homo_ev": -8.864,
  "gap_ev": 9.25,
  "symbols": ["C", "C", "C", "H", "H", "O", "C", "N", "C", "H", "C", "C", "C", "C", "H", "H", "H", "C", "H", "C", "H", "H", "H", "N", "H", "C", "C", "H", "H", "C", "O", "O", "H", "H", "C", "H", "H", "C", "C", "C", "H", "H", "O", "H"],
  "positions_angstrom": [[1.291, -3.735, -3.549], [-1.720, -3.254, -0.736], [0.227, 3.577, 4.311], [1.048, 0.274, 1.778], [1.056, 0.305, 0.100], [-2.542, -4.289, -1.038], [-0.538, 2.267, 0.839], [0.479, 0.074, 0.919], [-0.010, -3.385, -3.331], [1.363, -4.741, -3.901], [2.411, -2.930, -3.287], [-2.151, -1.891, -1.138], [1.574, 3.365, 1.807], [-1.846, 0.228, 0.071], [-1.201, 0.777, 1.994], [-0.836, -4.050, -3.638], [-2.419, -2.217, -3.219], [0.829, -1.279, -2.472], [-3.231, -1.721, -1.060], [2.172, -1.714, -2.645], [-1.383, 2.907, 0.745], [3.006, -1.144, -2.259], [3.379, -3.216, -3.597], [-1.540, -0.978, -0.292], [0.644, -0.197, -2.047], [-1.699, -1.610, -2.564], [-0.750, 0.824, 1.009], [0.026, 2.287, -0.073], [2.952, 3.940, 5.454], [1.557, 3.976, 4.158], [2.237, 4.513, 5.203], [-2.943, 0.749, -0.230], [-1.432, 2.607, 3.202], [3.194, 4.348, 2.780], [0.189, 2.893, 1.965], [1.991, 3.310, 0.826], [-2.025, -0.576, -2.718], [2.199, 3.925, 2.892], [-0.260, -2.079, -2.817], [-0.448, 3.009, 3.132], [-0.748, -1.315, 0.026], [-0.218, 3.675, 5.308], [-0.707, -3.422, -0.094], [-3.180, -4.089, -1.812]],
  "nbo_charge": [-0.202, 0.795, -0.238, 0.384, 0.362, -0.674, -0.429, -0.846, -0.207, 0.211, -0.209, -0.175, -0.203, 0.679, 0.217, 0.214, 0.197, -0.205, 0.240, -0.198, 0.244, 0.215, 0.218, -0.593, 0.204, -0.413, -0.134, 0.193, 0.482, 0.263, -0.693, -0.666, 0.211, 0.218, -0.022, 0.211, 0.252, -0.247, -0.039, -0.218, 0.431, 0.229, -0.553, 0.493]
}


Arrangement two

{
  "formula": "C18H20N2O4",
  "method": "ωB97M-V/def2-TZVPD",
  "smiles": "N[C@@H](Cc1ccc(O)cc1)C(=O)N[C@@H](Cc1ccccc1)C(=O)O",
  "lumo_ev": 0.37,
  "e_homo_ev": -8.755,
  "gap_ev": 9.13,
  "symbols": ["C", "H", "C", "H", "O", "C", "C", "C", "H", "H", "H", "H", "C", "H", "C", "H", "N", "C", "H", "C", "H", "C", "H", "O", "C", "C", "H", "C", "H", "N", "C", "C", "H", "O", "H", "C", "H", "C", "H", "O", "H", "C", "H", "H"],
  "positions_angstrom": [[3.030, 0.452, 1.389], [4.663, -0.897, -1.430], [-2.466, -2.132, 0.354], [5.317, 1.830, -1.339], [4.634, 3.422, -0.175], [-3.505, 0.648, -0.504], [4.241, 2.151, 0.154], [4.380, -0.136, -0.528], [-5.712, 3.733, 1.165], [-6.750, 1.472, 0.395], [-1.917, 1.959, 0.070], [-1.621, 0.138, -2.100], [0.611, -2.041, 0.375], [2.915, -2.525, 1.628], [-4.890, 0.392, -0.320], [-1.535, -2.261, 1.933], [1.963, -1.721, -1.490], [3.571, -0.589, 0.610], [2.337, -0.691, -1.702], [-5.141, 2.815, 0.534], [-3.015, 3.823, 0.919], [-1.502, -0.954, -0.235], [2.870, 2.621, 1.770], [-3.469, -2.455, -0.334], [-3.756, 2.963, 0.504], [1.940, -2.346, -0.231], [4.131, 4.118, 0.233], [3.235, 1.791, 1.088], [-1.319, 0.045, 0.398], [-0.263, -1.571, -0.619], [-5.708, 1.530, 0.055], [-2.418, -0.270, -1.312], [2.546, 0.277, 2.345], [0.410, -2.079, 1.593], [3.941, -2.545, 0.171], [3.159, -2.030, 0.614], [1.727, -3.502, -0.190], [4.724, 1.191, -0.734], [2.328, -2.303, -2.241], [-2.300, -2.724, 1.545], [-5.473, -0.553, -0.719], [-3.010, 1.902, -0.113], [0.019, -1.813, -1.554], [-2.925, -1.137, -1.973]],
  "nbo_charge": [-0.181, 0.217, 0.769, 0.247, -0.684, -0.026, 0.317, -0.195, 0.230, 0.221, 0.198, 0.226, 0.690, 0.245, -0.210, 0.512, -0.894, -0.073, 0.420, -0.218, 0.227, -0.157, 0.211, -0.614, -0.225, -0.138, 0.488, -0.292, 0.229, -0.652, -0.218, -0.433, 0.229, -0.657, 0.216, -0.427, 0.239, -0.298, 0.378, -0.651, 0.256, -0.226, 0.444, 0.262]
}


Arrangement three

{
  "formula": "C18H20N2O4",
  "method": "ωB97M-V/def2-TZVPD",
  "lumo_ev": -0.15,
  "e_homo_ev": -8.770,
  "gap_ev": 8.62,
  "symbols": ["O", "H", "O", "H", "H", "C", "C", "C", "C", "H", "H", "H", "C", "C", "O", "C", "C", "C", "O", "H", "C", "H", "H", "C", "H", "C", "C", "H", "H", "H", "C", "H", "H", "N", "N", "C", "H", "C", "C", "H", "H", "H", "H", "C"],
  "positions_angstrom": [[7.589, -1.115, 0.080], [3.603, 1.436, 1.802], [3.361, 2.110, 0.910], [2.129, 0.312, -1.911], [-3.126, 0.945, 1.360], [3.578, -0.470, -0.553], [-6.556, 0.420, -0.532], [1.491, 0.430, 0.408], [6.323, -0.766, -0.129], [-4.872, 1.662, -1.371], [5.641, -2.165, 1.466], [3.888, 1.064, -1.754], [-0.695, 0.460, 1.265], [5.962, 0.191, -1.037], [-0.398, -0.133, 2.441], [-2.692, -0.355, -0.336], [-6.948, -0.897, -0.097], [-2.128, 0.795, 0.671], [1.344, 2.659, -0.071], [1.824, -0.129, 1.392], [4.534, 0.228, -1.261], [-8.089, -0.934, 0.295], [6.723, 0.741, -1.812], [-4.749, -1.620, 0.056], [-1.395, 2.837, -0.510], [2.204, -0.139, -0.900], [-5.144, 0.678, -0.790], [-6.524, -2.904, 0.428], [-0.179, 0.364, -0.980], [-3.905, -2.366, 0.193], [1.979, 1.791, 0.501], [3.207, -2.245, 0.741], [-7.352, 1.197, -0.622], [0.131, 0.472, 0.302], [-2.258, 2.248, 0.027], [-6.111, -1.964, 0.233], [-2.249, -0.191, -1.436], [5.388, -1.448, 0.712], [-4.135, -0.314, -0.386], [-2.209, -1.389, -0.111], [-2.252, 2.659, 1.038], [7.493, -1.597, 1.019], [1.561, -0.946, -0.961], [4.012, -1.609, 0.216]],
  "nbo_charge": [-0.640, 0.488, -0.701, 0.243, 0.252, -0.099, -0.239, -0.174, 0.288, 0.238, 0.210, 0.215, 0.633, -0.279, -0.658, -0.428, -0.191, -0.123, -0.567, 0.256, -0.161, 0.206, 0.251, -0.169, 0.392, -0.413, -0.186, 0.228, 0.429, 0.197, 0.781, 0.221, 0.229, -0.575, -0.876, -0.252, 0.206, -0.307, -0.072, 0.239, 0.363, 0.480, 0.219, -0.156]
}


Of them, arrangement three has the lowest stability.


Arrangement one

{
  "formula": "CH5PS",
  "method": "ωB97M-V/def2-TZVPD",
  "smiles": "C=S.P",
  "lumo_ev": -0.23,
  "e_homo_ev": -8.771,
  "gap_ev": 8.54,
  "symbols": ["S", "H", "H", "P", "H", "C", "H", "H"],
  "positions_angstrom": [[3.278, 0.117, 0.340], [1.192, 1.348, 0.275], [-1.581, -2.287, -0.864], [-1.238, -1.082, -0.379], [2.871, 2.327, 0.673], [2.360, 1.405, 0.494], [-2.444, -1.042, 0.450], [-1.721, -0.576, -1.609]],
  "nbo_charge": [0.097, 0.208, -0.014, 0.017, 0.193, -0.499, 0.002, -0.004]
}


Arrangement two

{
  "formula": "CH5PS",
  "method": "ωB97M-V/def2-TZVPD",
  "lumo_ev": [-0.54, -0.92],
  "e_homo_ev": [-7.978, -7.852],
  "gap_ev": [7.44, 6.93],
  "symbols": ["H", "S", "P", "H", "C", "H", "H", "H"],
  "positions_angstrom": [[-2.062, -0.160, 1.063], [1.049, 0.841, 0.158], [2.254, -0.696, -0.442], [-2.679, -0.749, 1.134], [-0.333, 0.489, -0.543], [-0.289, -0.400, -1.275], [3.011, -0.652, 0.714], [-0.951, 1.326, -0.809]],
  "nbo_charge": [-0.005, 0.370, -0.062, 0.001, -0.709, 0.227, -0.041, 0.219]
}


Arrangement three

{
  "formula": "CH5PS",
  "method": "ωB97M-V/def2-TZVPD",
  "lumo_ev": 0.82,
  "e_homo_ev": -8.669,
  "gap_ev": 9.49,
  "symbols": ["H", "C", "H", "S", "H", "P", "H", "H"],
  "positions_angstrom": [[2.111, 0.659, -0.069], [1.184, 0.129, -0.176], [0.989, -0.100, -1.651], [-0.206, 1.223, 0.265], [-1.868, -0.624, 1.180], [-1.672, -0.168, -0.065], [-2.616, 0.788, -0.088], [1.195, -0.789, 0.339]],
  "nbo_charge": [0.220, -0.688, 0.175, -0.069, -0.042, 0.223, -0.023, 0.204]
}


Of them, arrangement two has the lowest stability.


Arrangement one

{
  "formula": "C3H4F2O2",
  "method": "ωB97M-V/def2-TZVPD",
  "smiles": "O=C=C(F)F.CO",
  "lumo_ev": -0.37,
  "e_homo_ev": -9.382,
  "gap_ev": 9.01,
  "symbols": ["C", "O", "C", "H", "F", "F", "H", "H", "O", "C", "H"],
  "positions_angstrom": [[3.817, -0.046, -0.082], [3.389, 2.339, 0.328], [3.495, 1.201, 0.122], [0.547, -0.800, -1.784], [3.598, -0.809, -1.136], [4.148, -0.786, 1.021], [0.495, 0.660, -0.935], [-1.058, -0.400, -1.135], [0.502, -1.101, 0.244], [0.075, -0.364, -0.923], [0.325, -0.515, 0.964]],
  "nbo_charge": [0.465, -0.398, 0.519, 0.184, -0.280, -0.306, 0.164, 0.172, -0.715, -0.267, 0.462]
}


Arrangement two

{
  "formula": "C3H4F2O2",
  "method": "ωB97M-V/def2-TZVPD",
  "smiles": "O=C[C@@H](O)C(F)F",
  "lumo_ev": 0.46,
  "e_homo_ev": -10.711,
  "gap_ev": 11.17,
  "symbols": ["H", "F", "F", "C", "H", "O", "H", "C", "O", "H", "C"],
  "positions_angstrom": [[0.211, 0.265, -1.463], [1.948, -1.402, -0.025], [2.420, 0.808, 0.059], [0.155, 0.130, -0.403], [-0.829, 1.592, 0.555], [-2.125, -0.428, 0.346], [1.323, -0.200, 1.549], [1.503, -0.106, 0.383], [-0.148, 1.469, -0.101], [-0.987, -1.894, -0.315], [-1.112, -0.829, -0.158]],
  "nbo_charge": [0.220, -0.379, -0.306, -0.078, 0.487, -0.500, 0.148, 0.567, -0.713, 0.134, 0.420]
}


Of them, arrangement one has the lowest stability.